1.
C25H38IrN3O3PS2SiTe | the ωB97M-V functional and the def2-TZVPD basis

**Orbital gap (alpha / beta)**: 4.2 / 4.2 eV
**Multiplicity**: 1
**Molar mass**: 871.6 g/mol
**Energy above the lowest of the compared OMol25 structures with the same formula, charge and spin**: 269.8 kJ/mol
**Total charge**: -1
**Largest force on an atom**: 2.661 eV/A

Atoms and positions in Å:
Ir: -0.3798 -0.3082 0.2304
O: 0.2200 0.1526 4.4846
C: 0.5553 0.0413 3.3030
O: -0.2608 -0.1678 2.3635
C: 2.0425 0.1472 2.9996
C: 2.8844 -0.1526 4.0642
C: 4.2597 -0.0878 3.9666
C: 4.8273 0.2773 2.7548
C: 4.0132 0.5796 1.6869
C: 2.6168 0.5341 1.7807
S: 1.7577 1.0800 0.3683
H: 2.4109 -0.4307 4.9955
H: 4.8755 -0.3207 4.8267
H: 5.9051 0.3354 2.6468
H: 4.4440 0.8730 0.7394
C: -2.3225 2.4954 5.7596
C: -1.9320 2.6559 4.3205
C: -0.6010 2.8078 3.9595
C: -0.2334 2.8984 2.6294
C: -1.2059 2.8561 1.6466
C: -2.5378 2.7140 1.9868
C: -2.8965 2.6153 3.3188
S: -0.7602 2.8432 -0.1025
C: 0.0647 4.5153 -0.0339
O: -2.0112 3.1041 -0.8442
H: -1.4425 2.4262 6.3952
H: -2.9043 1.5837 5.8791
H: -2.9339 3.3390 6.0844
H: 0.1647 2.8039 4.7212
H: 0.8119 2.9621 2.3602
H: -3.2731 2.6553 1.1971
H: -3.9341 2.4722 3.5889
H: -0.6483 5.2346 0.3458
H: 0.3583 4.7721 -1.0451
H: 0.9354 4.4440 0.6023
C: 0.8480 0.8157 -5.0433
N: -0.5040 1.4773 -4.8442
C: -1.5756 0.4627 -5.1927
N: -1.4065 -0.7495 -4.4907
C: -0.0998 -1.3185 -4.7462
N: 0.9640 -0.4121 -4.3528
C: 1.0460 -0.2882 -2.8977
P: -0.4999 0.3186 -2.0003
C: -0.6437 1.8518 -3.4100
C: -1.6888 -0.6701 -3.0617
H: 1.6138 1.5116 -4.6892
H: 0.9651 0.6407 -6.1218
H: -0.5839 2.2875 -5.4763
H: -1.5114 0.2776 -6.2746
H: -2.5451 0.9011 -4.9432
H: -0.0048 -1.5336 -5.8205
H: -0.0067 -2.2439 -4.1766
H: 1.8776 0.3758 -2.6433
H: 1.2724 -1.2756 -2.4859
H: 0.1132 2.5985 -3.1581
H: -1.6202 2.3082 -3.2367
H: -2.6899 -0.2540 -2.9336
H: -1.6975 -1.6887 -2.6692
Te: -2.9175 -0.5771 0.0175
C: -1.5203 -4.4033 1.2580
Si: -0.0673 -4.0644 0.0624
C: 1.2040 -5.4839 0.3859
C: -0.7604 -4.4468 -1.6945
C: 0.6954 -2.3575 0.2026
H: -1.7615 -5.4638 1.3172
H: -2.4130 -3.8718 0.9401
H: -1.2855 -4.0604 2.2608
H: 0.7544 -6.4684 0.2953
H: 1.6203 -5.4107 1.3856
H: 2.0350 -5.4430 -0.3120
H: -0.9516 -5.5103 -1.8200
H: -0.0715 -4.1464 -2.4805
H: -1.6999 -3.9263 -1.8571
H: 1.5423 -2.2574 -0.4860
H: 1.1050 -2.2556 1.2137

So, what does the Löwdin scheme give us? The charges, in e, come out as: 0.3597, 0.0035, -0.6484, -0.2286, -0.1470, -0.0435, -0.1100, -0.1203, -0.1584, -0.6109, 0.5537, 0.1084, 0.0875, 0.0896, 0.0760, -0.0522, -0.2703, -0.0506, -0.1020, -0.4047, -0.1022, -0.0317, 0.7026, -0.2134, -0.5765, 0.0733, 0.0812, 0.0720, 0.1145, 0.0897, 0.0843, 0.1114, 0.0506, 0.0288, 0.0321, -0.1423, -0.0841, -0.1403, -0.1529, -0.1699, -0.1518, -0.3163, 0.7523, -0.1747, -0.4133, 0.1422, 0.1370, 0.1830, 0.1379, 0.1451, 0.1314, 0.1279, 0.0717, 0.0757, 0.0871, 0.0788, 0.0245, 0.0448, 0.1845, -0.1939, 0.4643, -0.1995, -0.1960, -0.3328, 0.0143, -0.0118, 0.0239, 0.0108, 0.0139, 0.0093, 0.0141, -0.0024, 0.0055, -0.0290, -0.0173

***

2.
C25H39Cl24F4N4O2P | the ωB97M-V functional and the def2-TZVPD basis

**Orbital gap**: 7.9 eV
**Multiplicity**: 1
**Molar mass**: 1385.5 g/mol
**Total charge**: 0
**Largest force on an atom**: 2.527 eV/A

Atoms and positions in Å:
C: -0.2390 -4.4923 4.6692
C: 0.9192 -3.5633 4.1904
N: 0.4550 -2.2543 3.6623
C: 0.1763 -2.4060 2.2624
C: -1.0407 -2.8736 1.8876
C: -1.4173 -3.0058 0.5328
N: -2.7020 -3.4710 0.2648
C: -2.8981 -3.5102 -1.0209
O: -4.1170 -3.9092 -1.4492
C: -1.9666 -3.1540 -2.0531
P: -2.5043 -3.2745 -3.8435
N: -0.9905 -3.1973 -4.6293
O: -3.1895 -4.7750 -4.0812
N: -0.7683 -2.7579 -1.7613
C: -0.4755 -2.6731 -0.4242
C: 0.8373 -2.2191 -0.0785
C: 1.7852 -1.9222 -1.2195
F: 1.8780 -2.9390 -2.1183
F: 3.0598 -1.6395 -0.8684
C: 1.2589 -0.6636 -2.0537
F: 2.2625 0.2806 -2.1160
F: 1.0002 -1.0028 -3.3217
C: 1.1313 -2.0775 1.2422
C: 2.4755 -1.5599 1.7267
H: 0.0159 -5.0006 5.6079
H: -1.1443 -3.8804 4.7720
H: -0.4633 -5.2218 3.8819
H: 1.7122 -3.4522 4.9382
H: 1.3787 -4.0766 3.3345
H: -0.3969 -1.9517 4.1215
H: -1.7435 -3.1412 2.6632
H: -4.5037 -4.4932 -0.7836
H: -1.1135 -3.1534 -5.6335
H: -0.4013 -3.9870 -4.3708
H: -2.6292 -5.5003 -3.7486
H: 0.3977 -0.1792 -1.5831
H: 2.5116 -0.4661 1.6628
H: 3.3258 -2.0261 1.2301
H: 2.5885 -1.7965 2.7863
C: 1.3963 2.9283 -4.0290
Cl: 2.1575 2.9581 -5.6250
Cl: 1.6442 4.4573 -3.1757
H: 0.3304 2.7608 -4.1474
H: 1.8373 2.1266 -3.4470
C: -1.0899 1.9884 -7.0683
Cl: -2.0893 1.1650 -5.8668
Cl: -1.9613 3.3259 -7.8341
H: -0.2075 2.3828 -6.5819
H: -0.8052 1.2748 -7.8334
C: 5.8243 -0.0460 -2.6262
Cl: 6.2654 -0.9425 -4.0841
Cl: 6.9420 -0.3750 -1.2946
H: 5.8501 1.0151 -2.8480
H: 4.8251 -0.3403 -2.3235
C: 1.4701 1.3462 3.6158
Cl: 2.3126 0.1330 4.5805
Cl: -0.2260 0.9153 3.3443
H: 1.5076 2.2972 4.1358
H: 1.9652 1.4307 2.6544
C: -2.9451 5.6832 -4.7513
Cl: -4.5949 5.5628 -4.1311
Cl: -1.9013 4.4244 -4.0764
H: -2.9675 5.5727 -5.8302
H: -2.5390 6.6525 -4.4841
C: 2.7068 5.1217 0.0786
Cl: 4.0011 6.2586 0.4611
Cl: 2.0458 4.3753 1.5416
H: 1.9107 5.6537 -0.4295
H: 3.0989 4.3412 -0.5626
C: 0.0786 6.9948 3.4821
Cl: -0.9498 6.1268 4.6288
Cl: -0.7864 8.3319 2.7138
H: 0.9360 7.3929 4.0140
H: 0.4025 6.3021 2.7144
C: 5.6773 8.3668 3.7278
Cl: 6.5142 7.1802 4.7339
Cl: 3.9875 7.9208 3.4623
H: 5.7097 9.3305 4.2235
H: 6.1766 8.4245 2.7670
C: -8.4357 4.1221 -4.4082
Cl: -9.5131 4.7114 -5.6791
Cl: -7.5528 5.4441 -3.6369
H: -9.0281 3.6131 -3.6564
H: -7.7198 3.4357 -4.8473
C: -0.6470 -7.3507 -2.2311
Cl: -1.1817 -7.1948 -3.9091
Cl: -1.1274 -5.9326 -1.3065
H: -1.1026 -8.2300 -1.7894
H: 0.4333 -7.4434 -2.2166
C: 2.0379 -5.0494 8.5405
Cl: 1.1034 -3.8240 7.6757
Cl: 2.1126 -6.5665 7.6358
H: 3.0464 -4.6795 8.6873
H: 1.5664 -5.2360 9.4987
C: -4.7141 -1.7614 3.9083
Cl: -4.1865 -2.6726 2.4890
Cl: -3.6485 -2.0468 5.2948
H: -4.6978 -0.7036 3.6700
H: -5.7201 -2.0677 4.1727

So, what does the Löwdin scheme give us? The charges, in e, come out as: -0.0946, -0.2450, -0.0465, -0.2409, 0.0145, -0.2034, 0.1328, -0.4510, 0.0487, -0.3775, 0.8545, -0.1697, -0.3589, 0.1332, -0.1754, -0.0260, -0.3871, 0.1024, 0.0893, -0.2654, 0.0313, 0.0833, -0.1111, -0.0314, 0.0102, 0.0424, 0.0724, 0.0719, 0.1139, 0.0793, 0.0537, 0.1240, 0.0301, 0.0282, -0.0826, 0.1652, 0.0716, 0.0857, 0.0307, -1.0054, 0.5470, 0.5383, -0.0243, 0.0030, -1.0259, 0.4916, 0.5079, -0.0528, 0.0283, -1.0313, 0.5027, 0.4993, 0.0247, -0.0066, -1.0115, 0.5645, 0.5422, 0.0180, -0.0084, -1.0023, 0.4859, 0.5123, 0.0058, 0.0278, -1.0363, 0.5056, 0.5433, 0.0079, 0.0010, -1.0457, 0.5024, 0.5017, 0.0025, -0.0330, -1.0227, 0.5061, 0.4837, 0.0246, 0.0248, -1.0141, 0.5017, 0.4715, 0.0243, 0.0275, -0.9487, 0.5944, 0.6803, 0.0326, 0.0339, -1.0029, 0.5648, 0.5081, 0.0258, 0.0250, -0.9890, 0.6072, 0.5081, 0.0266, 0.0239

***

3.
C25H39F4Si4 | the ωB97M-V functional and the def2-TZVPD basis

**Orbital gap**: 3.9 eV
**Multiplicity**: 1
**Molar mass**: 527.9 g/mol
**Energy above the lowest of the compared OMol25 structures with the same formula, charge and spin**: 44.8 kJ/mol
**Total charge**: +1
**Largest force on an atom**: 1.257 eV/A

Atoms and positions in Å:
C: -1.3347 3.6005 3.6282
Si: -0.8132 1.8348 3.3048
C: 0.9000 1.6755 4.0271
C: -1.9363 0.7785 4.3561
Si: -0.8819 1.2232 1.0521
Si: 0.5270 2.6435 -0.1276
C: 0.0860 4.4532 0.0428
C: 2.2918 2.4493 0.4446
C: 0.5237 2.2648 -1.9538
C: -0.3709 -0.5383 0.7549
C: 0.0408 -1.3567 1.9104
C: -0.3905 -1.0280 -0.4673
Si: -3.0548 1.5253 0.2895
C: -3.6982 3.2701 0.4869
C: -3.2261 1.1030 -1.5194
C: -4.2314 0.4012 1.2018
H: -1.2818 3.8243 4.6914
H: -0.6784 4.2845 3.0964
H: -2.3571 3.7527 3.2921
H: 0.8929 1.9180 5.0868
H: 1.2635 0.6591 3.9030
H: 1.5737 2.3588 3.5170
H: -1.8478 1.0510 5.4049
H: -2.9671 0.9229 4.0438
H: -1.6741 -0.2699 4.2434
H: 0.7703 5.0730 -0.5326
H: -0.9250 4.6202 -0.3216
H: 0.1399 4.7516 1.0869
H: 2.9644 3.0338 -0.1789
H: 2.3832 2.7886 1.4731
H: 2.5729 1.3999 0.3878
H: 1.2195 2.9128 -2.4811
H: 0.8176 1.2296 -2.1100
H: -0.4739 2.4199 -2.3563
H: 0.3273 -2.3658 1.6093
H: 0.8967 -0.9115 2.4151
H: -0.7736 -1.4490 2.6272
H: -0.1053 -2.0428 -0.6750
H: -0.6895 -0.4204 -1.2956
H: -4.7152 3.3509 0.1084
H: -3.6938 3.5506 1.5374
H: -3.0642 3.9585 -0.0673
H: -4.2577 1.2161 -1.8442
H: -2.5979 1.7652 -2.1096
H: -2.9162 0.0738 -1.6831
H: -5.2304 0.4609 0.7757
H: -3.8726 -0.6233 1.1294
H: -4.2788 0.6895 2.2487
F: -0.1151 -3.3222 -5.8886
C: 0.0340 -4.0002 -4.7267
C: -0.6971 -5.1536 -4.5034
C: -0.5557 -5.8507 -3.3172
F: -1.2736 -6.9790 -3.1092
C: 0.3157 -5.3934 -2.3580
C: 1.0799 -4.2226 -2.5455
C: 1.9532 -3.8417 -1.4979
C: 2.8773 -2.7806 -1.3376
C: 3.6145 -2.7414 -0.1358
C: 4.5420 -1.7585 0.1126
F: 5.2418 -1.7530 1.2710
C: 4.7660 -0.7727 -0.8314
C: 4.0627 -0.7743 -2.0230
F: 4.2877 0.1956 -2.9399
C: 3.1369 -1.7601 -2.2722
C: 0.9061 -3.5433 -3.7662
H: -1.3819 -5.5085 -5.2529
H: 0.4073 -5.9637 -1.4515
H: 1.9133 -4.5033 -0.6488
H: 3.4714 -3.4968 0.6154
H: 5.4920 -0.0034 -0.6383
H: 2.6320 -1.7093 -3.2112
H: 1.4370 -2.6465 -3.9971

So, what does the Löwdin scheme give us? The charges, in e, come out as: -0.1923, 0.3774, -0.2044, -0.2017, 0.5115, 0.3755, -0.1906, -0.2059, -0.2063, -0.5163, -0.1165, -0.0337, 0.3748, -0.1931, -0.2091, -0.2060, 0.0424, 0.0136, 0.0144, 0.0397, 0.0121, 0.0125, 0.0399, 0.0144, 0.0141, 0.0403, 0.0162, 0.0147, 0.0364, 0.0139, 0.0098, 0.0378, 0.0067, 0.0152, 0.0697, 0.0658, 0.0709, 0.0394, 0.0327, 0.0410, 0.0138, 0.0143, 0.0388, 0.0125, 0.0163, 0.0374, 0.0284, 0.0117, 0.1049, -0.2086, 0.1406, -0.2127, 0.1030, 0.0875, -0.1678, 0.1448, -0.1672, 0.0875, -0.2131, 0.1029, 0.1377, -0.2115, 0.1034, 0.0892, 0.0896, 0.1529, 0.1407, 0.1345, 0.1411, 0.1539, 0.1084, 0.1083